Run P
This record from the Open Molecules 2025 dataset describes 10 unconnected molecules or ions with the total composition C34H96N12O10. The level of theory is ωB97M-V/def2-TZVPD.

Calculated values
SMILES = COC[C@H](C)N.COC[C@H](C)N.COC[C@H](C)N.COC[C@H](C)N.COC[C@H](C)N.COC[C@H](C)N.COC[C@H](C)N.COC[C@H](C)N.NC(N)=O.NC(N)=O
HOMO-LUMO gap = 8.93 eV
lowest unoccupied orbital energy = 0.016 Eh
highest occupied orbital energy = -8.497 eV
total charge = 0

The geometry in XYZ format:
```
152
Properties=species:S:1:pos:R:3:lowdin_charge:R:1
C 7.069 2.638 2.187 -0.126
O 6.684 3.652 1.298 -0.177
C 5.779 3.256 0.280 -0.207
C 6.196 2.045 -0.538 -0.460
C 7.606 2.154 -1.126 -0.053
N 5.232 1.731 -1.594 0.052
H 7.684 1.856 1.727 0.074
H 6.213 2.155 2.684 0.086
H 7.662 3.109 2.971 0.091
H 4.804 3.071 0.760 0.126
H 5.642 4.127 -0.371 0.130
H 6.207 1.220 0.188 0.120
H 7.686 3.143 -1.592 0.084
H 7.723 1.369 -1.863 0.069
H 8.367 2.168 -0.344 0.064
H 4.659 2.545 -1.793 0.068
H 4.606 0.991 -1.306 0.045
C -0.339 3.806 -1.396 -0.113
O -0.121 2.418 -1.456 -0.202
C 0.779 1.982 -0.455 -0.207
C 1.157 0.539 -0.729 -0.425
C -0.006 -0.447 -0.811 -0.044
N 2.193 0.120 0.212 0.060
H -0.912 4.047 -0.483 0.077
H -0.972 4.125 -2.219 0.055
H 0.579 4.398 -1.312 0.098
H 1.701 2.570 -0.536 0.115
H 0.309 2.117 0.530 0.132
H 1.581 0.553 -1.742 0.142
H -0.498 -0.576 0.155 0.064
H 0.392 -1.422 -1.108 0.060
H -0.680 -0.147 -1.616 0.072
H 1.773 -0.449 0.940 0.050
H 2.929 -0.464 -0.161 0.032
C 0.634 -1.450 5.434 -0.054
O 1.230 -1.441 4.114 -0.229
C 2.415 -0.662 4.020 -0.196
C 3.607 -1.437 4.532 -0.414
C 4.890 -0.631 4.527 -0.059
N 3.736 -2.693 3.732 0.049
H 1.325 -1.868 6.165 0.083
H -0.198 -2.123 5.252 0.067
H 0.313 -0.433 5.662 0.094
H 2.523 -0.509 2.941 0.116
H 2.271 0.293 4.531 0.131
H 3.377 -1.765 5.553 0.125
H 5.250 -0.430 3.520 0.063
H 5.637 -1.158 5.124 0.079
H 4.752 0.332 5.029 0.080
H 3.878 -3.495 4.335 0.089
H 2.787 -2.823 3.377 0.058
C -4.410 -0.090 -6.018 -0.091
O -4.799 0.850 -5.022 -0.211
C -3.826 0.968 -4.007 -0.230
C -4.435 1.789 -2.874 -0.433
C -3.588 1.831 -1.621 -0.053
N -5.737 1.195 -2.476 0.044
H -5.224 -0.092 -6.741 0.088
H -4.342 -1.056 -5.516 0.061
H -3.479 0.195 -6.517 0.090
H -3.553 -0.023 -3.623 0.103
H -2.939 1.459 -4.437 0.116
H -4.614 2.806 -3.233 0.122
H -2.666 2.417 -1.686 0.054
H -3.278 0.848 -1.260 0.075
H -4.165 2.361 -0.861 0.082
H -5.512 0.254 -2.151 0.068
H -6.274 1.007 -3.319 0.062
C -1.515 5.478 2.123 -0.101
O -1.400 6.202 0.918 -0.207
C -2.305 7.253 0.750 -0.242
C -2.603 7.510 -0.711 -0.417
C -3.280 6.302 -1.359 -0.063
N -1.359 7.854 -1.426 0.054
H -1.438 6.137 2.994 0.089
H -0.684 4.775 2.141 0.081
H -2.465 4.933 2.141 0.091
H -3.279 7.114 1.243 0.125
H -1.890 8.173 1.192 0.129
H -3.299 8.356 -0.720 0.129
H -3.865 6.552 -2.242 0.077
H -4.032 5.882 -0.671 0.080
H -2.545 5.522 -1.511 0.043
H -0.572 7.483 -0.906 0.061
H -1.344 7.374 -2.320 0.035
C -4.555 -3.270 5.508 -0.105
O -3.782 -2.096 5.353 -0.197
C -2.858 -2.141 4.273 -0.206
C -3.480 -2.414 2.914 -0.457
C -2.450 -2.331 1.787 -0.051
N -4.717 -1.666 2.665 0.059
H -5.045 -3.550 4.576 0.078
H -5.312 -3.074 6.266 0.090
H -3.922 -4.083 5.887 0.093
H -2.354 -1.172 4.302 0.133
H -2.151 -2.951 4.515 0.118
H -3.726 -3.487 2.914 0.119
H -1.518 -2.727 2.200 0.044
H -2.283 -1.297 1.478 0.071
H -2.759 -2.937 0.940 0.081
H -4.434 -0.758 2.296 0.073
H -5.110 -1.418 3.573 0.065
C -1.225 -6.516 3.100 -0.092
O -0.146 -5.660 3.427 -0.168
C 0.159 -4.737 2.431 -0.239
C 0.897 -5.300 1.221 -0.421
C 2.269 -5.875 1.605 -0.046
N 1.040 -4.306 0.147 0.072
H -2.147 -6.006 2.807 0.086
H -1.420 -7.099 3.998 0.090
H -0.916 -7.195 2.302 0.082
H -0.709 -4.133 2.108 0.084
H 0.808 -3.960 2.869 0.119
H 0.331 -6.168 0.858 0.120
H 2.919 -5.129 2.064 0.066
H 2.734 -6.195 0.666 0.081
H 2.146 -6.780 2.198 0.077
H 2.001 -3.994 0.029 0.040
H 0.592 -3.466 0.517 0.056
C 0.748 -4.346 -3.228 -0.109
O -0.608 -4.553 -3.564 -0.202
C -1.515 -3.684 -2.895 -0.210
C -2.784 -3.595 -3.732 -0.411
C -2.429 -3.120 -5.136 -0.058
N -3.687 -2.611 -3.083 0.040
H 0.998 -5.015 -2.400 0.065
H 0.968 -3.328 -2.897 0.075
H 1.369 -4.627 -4.078 0.084
H -1.691 -4.075 -1.887 0.125
H -1.054 -2.688 -2.868 0.114
H -3.248 -4.584 -3.722 0.138
H -1.544 -3.651 -5.477 0.074
H -2.220 -2.052 -5.145 0.070
H -3.262 -3.339 -5.808 0.077
H -4.645 -2.926 -3.191 0.076
H -3.537 -2.591 -2.078 0.060
N 5.545 -2.482 1.394 0.160
C 4.887 -2.372 0.207 -0.663
N 5.636 -2.091 -0.911 0.161
O 3.671 -2.522 0.144 -0.017
H 6.543 -2.438 1.482 0.094
H 4.915 -2.644 2.181 0.047
H 6.634 -2.094 -0.815 0.092
H 5.133 -1.924 -1.760 0.102
N -2.668 6.132 -5.979 0.154
C -2.344 5.400 -4.862 -0.647
N -2.876 4.132 -4.821 0.173
O -1.648 5.823 -3.958 0.016
H -2.122 6.942 -6.198 0.102
H -3.223 5.706 -6.699 0.090
H -3.484 3.774 -5.535 0.099
H -2.735 3.609 -3.978 0.068
```


Run Q
This record from the Open Molecules 2025 dataset describes a molecular structure, C34H96N12O10. The level of theory is ωB97M-V/def2-TZVPD.

Calculated values
HOMO-LUMO gap = 6.56 eV
lowest unoccupied orbital energy = -0.005 Eh
highest occupied orbital energy = -6.686 eV
total charge = 0

The geometry in XYZ format:
```
152
Properties=species:S:1:pos:R:3:lowdin_charge:R:1
C -0.011 0.750 -0.835 -0.562
O -0.290 1.843 -0.392 -0.021
N -0.926 -0.085 -1.348 0.141
N 1.166 0.249 -0.982 0.127
H -1.902 0.126 -1.194 0.017
H -0.799 -0.991 -1.776 -0.007
H 1.231 -0.725 -1.240 0.070
H 1.850 0.749 -0.431 0.010
C -1.858 3.021 -2.869 -0.801
O -2.981 2.921 -2.366 0.000
N -1.570 3.754 -3.913 0.188
N -0.819 2.338 -2.447 0.157
H -0.581 3.776 -4.117 0.118
H -2.320 4.342 -4.247 0.133
H 0.095 2.460 -2.859 0.144
H -0.973 1.895 -1.553 0.012
C -0.792 4.619 -0.858 -0.027
C -0.387 4.646 0.630 -0.370
C -1.581 4.624 1.566 -0.143
O -2.483 5.772 1.358 -0.172
C -3.679 5.637 2.023 -0.158
N 0.402 3.416 0.785 0.018
H -1.324 3.706 -1.128 0.046
H 0.047 4.774 -1.535 0.086
H -1.486 5.440 -1.036 0.089
H 0.303 5.475 0.783 0.112
H -1.225 4.535 2.592 0.123
H -2.044 3.677 1.290 0.103
H -4.472 6.168 1.497 0.084
H -3.645 5.863 3.089 0.084
H -4.016 4.610 1.878 0.081
H 0.376 3.200 1.771 0.056
H -0.109 2.650 0.370 -0.132
C -4.971 -1.961 2.127 -0.056
C -4.012 -3.108 2.160 -0.398
C -3.385 -3.597 0.855 -0.139
O -2.379 -2.736 0.259 -0.267
C -1.584 -3.248 -0.777 -0.123
N -2.965 -2.779 3.108 0.060
H -5.579 -1.999 3.031 0.103
H -5.601 -2.113 1.251 0.089
H -4.427 -1.021 2.034 0.030
H -4.541 -3.957 2.594 0.142
H -4.180 -3.693 0.115 0.100
H -3.065 -4.638 0.883 0.132
H -0.987 -4.072 -0.386 0.081
H -0.882 -2.447 -1.014 0.073
H -2.137 -3.599 -1.648 0.142
H -2.385 -2.074 2.676 0.025
H -2.302 -3.538 3.173 0.082
C 3.800 5.668 2.492 -0.073
C 2.847 4.619 2.157 -0.447
C 3.240 3.141 2.373 -0.157
O 2.324 2.171 1.926 -0.171
C 2.358 1.968 0.543 -0.122
N 1.521 4.868 2.702 0.043
H 4.051 5.869 3.534 0.080
H 3.380 6.618 2.162 0.082
H 4.763 5.493 2.012 0.080
H 2.673 4.543 1.084 0.119
H 3.259 2.982 3.451 0.128
H 4.205 2.817 1.981 0.132
H 3.316 1.595 0.181 0.066
H 2.149 2.928 0.071 0.112
H 1.635 1.247 0.163 0.030
H 0.891 5.535 2.280 0.054
H 1.002 4.003 2.658 0.031
C 1.689 -3.292 -3.606 -0.007
C 1.537 -2.182 -2.539 -0.285
C 2.531 -1.027 -2.832 -0.211
O 3.862 -1.356 -2.661 -0.177
C 4.766 -0.299 -2.934 -0.068
N 0.113 -1.827 -2.412 0.001
H 0.684 -3.633 -3.856 0.057
H 2.295 -4.131 -3.263 0.100
H 2.085 -2.919 -4.550 0.094
H 1.806 -2.641 -1.588 0.076
H 2.338 -0.210 -2.137 0.095
H 2.316 -0.691 -3.846 0.142
H 5.781 -0.662 -2.775 0.112
H 4.502 0.620 -2.411 0.097
H 4.629 0.007 -3.972 0.096
H -0.317 -1.444 -3.242 0.153
H -0.362 -2.717 -2.362 0.035
C -4.164 -1.869 -1.451 -0.025
C -3.044 -0.911 -1.186 -0.430
C -3.234 0.262 -2.115 -0.166
O -2.846 0.020 -3.491 -0.122
C -3.121 1.043 -4.403 -0.128
N -3.197 -0.513 0.178 0.043
H -3.960 -2.795 -0.915 0.036
H -4.249 -2.220 -2.480 0.097
H -5.128 -1.406 -1.239 0.104
H -2.101 -1.425 -1.370 0.094
H -2.659 1.071 -1.662 0.088
H -4.277 0.576 -2.158 0.156
H -3.632 0.856 -5.348 0.085
H -2.181 1.454 -4.769 0.072
H -3.633 1.882 -3.931 0.076
H -3.156 -1.423 0.614 0.055
H -4.196 -0.381 0.247 0.122
C 2.447 -3.692 1.338 -0.011
C 1.753 -3.307 0.046 -0.330
C 0.806 -4.354 -0.583 -0.077
O 0.058 -3.974 -1.787 -0.391
C -0.197 -5.065 -2.652 -0.080
N 1.213 -1.985 0.189 -0.008
H 2.828 -4.710 1.256 0.112
H 1.869 -3.718 2.262 0.072
H 3.190 -2.913 1.512 0.073
H 2.644 -3.243 -0.579 0.150
H 0.138 -4.717 0.198 0.129
H 1.415 -5.255 -0.658 0.147
H 0.592 -5.266 -3.376 0.082
H -1.073 -4.832 -3.257 0.114
H -0.453 -6.028 -2.210 0.112
H 0.642 -1.875 -0.637 0.074
H 0.540 -2.132 0.927 0.057
C -2.809 0.110 2.925 -0.075
C -1.695 0.573 2.033 -0.312
C -0.573 -0.475 1.748 -0.138
O -0.059 -1.076 2.965 -0.103
C 0.816 -2.155 2.611 -0.184
N -2.158 1.281 0.791 0.065
H -2.551 -0.321 3.892 0.097
H -3.231 -0.818 2.539 -0.020
H -3.644 0.809 2.891 0.104
H -1.295 1.374 2.655 0.128
H 0.271 -0.029 1.222 0.112
H -1.058 -1.145 1.037 0.103
H 1.055 -2.553 3.597 0.122
H 1.702 -1.660 2.214 0.013
H 0.413 -2.971 2.011 0.090
H -2.684 0.672 0.181 -0.083
H -1.401 1.706 0.274 -0.046
C 4.889 -0.007 0.097 -0.022
C 3.880 -1.063 0.432 -0.362
C 3.253 -0.866 1.778 -0.258
O 4.128 -0.745 2.812 -0.134
C 3.644 -0.737 4.123 -0.053
N 2.945 -1.062 -0.622 -0.052
H 5.176 -0.180 -0.940 0.033
H 5.742 -0.123 0.765 0.100
H 4.419 0.968 -0.027 0.053
H 4.419 -2.008 0.508 0.146
H 2.664 -1.778 1.871 0.024
H 2.636 0.027 1.880 0.139
H 3.220 0.263 4.214 0.092
H 4.458 -0.905 4.827 0.099
H 2.780 -1.395 4.220 0.078
H 3.378 -1.553 -1.391 0.012
H 2.150 -1.630 -0.367 -0.135
```


Which of them is least stable? Easy: run Q.


Run P
This record from the Open Molecules 2025 dataset describes 2 unconnected molecules or ions with the total composition C3H4N4O2. The level of theory is ωB97M-V/def2-TZVPD.

Calculated values
HOMO-LUMO gap = 7.96 eV
lowest unoccupied orbital energy = 0.020 Eh
highest occupied orbital energy = -7.414 eV
total charge = 0

The geometry in XYZ format:
```
13
Properties=species:S:1:pos:R:3:lowdin_charge:R:1
C 0.192 2.173 -0.074 -0.215
C 3.971 -0.710 -0.372 -0.491
C 0.597 -0.121 0.486 -0.195
N 1.372 2.252 0.411 -0.148
N 2.076 1.423 0.847 0.150
N -0.187 0.817 0.009 -0.001
N 0.157 -1.334 0.893 0.076
O 3.409 -1.645 -0.032 0.190
O 4.449 0.266 -0.678 0.218
H -0.363 2.990 -0.390 0.077
H -1.090 0.680 -0.499 0.165
H 0.709 -2.079 1.211 0.060
H -0.613 -1.847 0.390 0.116
```


Run Q
This record from the Open Molecules 2025 dataset describes C3H4N4O2 in the gas phase. The level of theory is ωB97M-V/def2-TZVPD.

Calculated values
SMILES = C1=N\N=C/ON/C=N\O/1
HOMO-LUMO gap = 9.42 eV
lowest unoccupied orbital energy = 0.009 Eh
highest occupied orbital energy = -9.183 eV
total charge = 0

The geometry in XYZ format:
```
13
Properties=species:S:1:pos:R:3:lowdin_charge:R:1
C -2.068 -0.270 0.016 -0.150
N -1.654 -1.188 -0.774 0.036
N -0.355 -1.516 -0.712 0.032
C 0.638 -0.747 -0.998 -0.207
O 0.573 0.641 -1.064 -0.116
N 1.355 1.256 0.007 0.066
C 0.846 0.761 1.171 -0.216
N -0.333 0.353 1.451 0.080
O -1.324 0.824 0.569 -0.094
H -3.241 -0.121 -0.031 0.158
H 1.648 -1.221 -1.192 0.144
H 2.289 0.674 -0.196 0.180
H 1.625 0.554 1.751 0.087
```


Which of them is least stable? Easy: run Q.


Run P
This record from the Open Molecules 2025 dataset describes C2H4N2O3 in the gas phase. The level of theory is ωB97M-V/def2-TZVPD.

Calculated values
SMILES = O=CON/C=N\O
HOMO-LUMO gap = 10.16 eV
lowest unoccupied orbital energy = 0.030 Eh
highest occupied orbital energy = -9.347 eV
total charge = 0

The geometry in XYZ format:
```
11
Properties=species:S:1:pos:R:3:lowdin_charge:R:1
O 1.675 -0.664 0.759 0.078
C 1.458 -0.656 -0.433 -0.326
O 0.262 -0.854 -1.029 -0.027
N -0.792 -1.016 -0.114 0.041
C -1.220 0.068 0.640 -0.201
N -1.031 1.336 0.513 0.022
O -0.070 1.642 -0.515 -0.097
H 2.183 -0.458 -1.255 0.157
H -0.585 -1.822 0.427 0.123
H -1.909 -0.190 1.438 0.128
H 0.029 2.612 -0.431 0.102
```


Run Q
This record from the Open Molecules 2025 dataset describes C2H4N2O3 in the gas phase. The level of theory is ωB97M-V/def2-TZVPD.

Calculated values
SMILES = O=CNO/C=N\O
HOMO-LUMO gap = 10.53 eV
lowest unoccupied orbital energy = 0.010 Eh
highest occupied orbital energy = -10.248 eV
total charge = 0

The geometry in XYZ format:
```
11
Properties=species:S:1:pos:R:3:lowdin_charge:R:1
O -2.161 -0.215 -1.014 -0.021
C -1.647 -0.511 0.111 -0.270
N -0.861 0.324 0.979 -0.009
O -0.354 1.546 0.405 -0.086
C 0.764 1.190 -0.473 -0.152
N 1.511 0.146 -0.635 0.041
O 1.304 -1.150 0.188 -0.170
H -1.760 -1.698 0.435 0.177
H 0.066 -0.200 1.333 0.159
H 0.858 2.071 -1.188 0.154
H 2.281 -1.503 -0.142 0.177
```


Which of them is least stable? Easy: run Q.